Record 1
The following is a quantum chemistry calculation of one molecule with the formula C4H4N2OS in a non-equilibrium geometry, from the Open Molecules 2025 dataset.

Structure (XYZ):
```
12
Properties=species:S:1:pos:R:3:forces:R:3:lowdin_charge:R:1
N -1.238668 -2.463624 0.013246 1.9 1.8 1.5 0.180
C -0.590459 -1.658230 0.565572 -3.2 -3.9 -2.3 -0.203
C 0.035711 -0.515011 1.091181 3.7 -1.0 0.6 -0.204
N 0.604020 0.239199 0.027825 1.6 2.0 -2.1 -0.136
C 2.042307 0.282659 -0.210140 1.0 0.1 0.6 -0.218
O 2.832010 -0.496159 0.287046 -1.7 1.0 -0.6 0.062
C -0.209820 1.059703 -0.725613 -0.1 2.3 -0.4 -0.654
S -1.805196 1.394251 -0.499685 0.9 -0.8 0.0 0.674
H -0.641622 0.035447 1.629394 -1.7 1.6 1.2 0.084
H 0.890790 -0.787237 1.756260 -0.7 0.0 -0.4 0.154
H 2.459880 1.194796 -0.822114 -1.4 -1.6 0.7 0.170
H 0.294123 1.774508 -1.478447 -0.2 -1.7 1.1 0.089
```
Forces are in eV/Å.

Computed properties:
LUMO energy (eV): -0.54
Electronic energy (eV): -20074.24112
Relative energy (zero: lowest compared OMol25 entry of this formula, charge and spin) (eV): 1.489
Frontier orbital gap (eV): 8.80
SMILES: N#CCN(C=O)C=S
Maximum force (eV/Å): 5.52

***

Record 2
The following is a quantum chemistry calculation of one molecule with the formula C3H8N2O in a non-equilibrium geometry, from the Open Molecules 2025 dataset.

Structure (XYZ):
```
14
Properties=species:S:1:pos:R:3:forces:R:3:lowdin_charge:R:1
H -0.754170 0.813097 -2.466409 0.2 0.2 0.1 0.072
N -0.950338 1.287691 -1.582112 -0.3 -1.3 0.9 0.163
C -0.443662 0.657106 -0.618885 3.1 -0.7 -1.0 -0.359
C -0.346233 0.917460 0.834422 1.5 -0.6 0.1 -0.229
N -1.466678 0.366422 1.589523 0.2 0.1 0.2 0.012
O 0.650701 -0.331259 -0.892896 -1.1 1.2 -2.5 -0.190
C 1.479694 -1.387173 -0.450339 -0.2 0.0 0.4 -0.117
H -0.182233 1.981210 1.025767 -0.4 -0.1 0.1 0.122
H 0.701321 0.405623 0.948402 -2.2 1.0 1.4 0.132
H -2.311918 0.889280 1.362131 0.3 -0.1 0.1 0.075
H -1.642053 -0.593442 1.304753 0.1 0.1 0.1 0.070
H 1.016384 -2.325969 -0.780071 0.3 0.0 0.4 0.089
H 2.486125 -1.300316 -0.880250 -0.5 0.3 -0.7 0.086
H 1.763061 -1.379729 0.605965 -0.8 -0.1 0.4 0.074
```
Forces are in eV/Å.

Computed properties:
LUMO energy (eV): 0.83
Electronic energy (eV): -8265.99972
Relative energy (zero: lowest compared OMol25 entry of this formula, charge and spin) (eV): 3.326
Frontier orbital gap (eV): 10.47
SMILES: [H]/N=C(/CN)OC
Maximum force (eV/Å): 3.31

***

Which of these has the highest electronic energy?
C3H8N2O

***

Look up the frontier orbital gap of the second one.
10.47 eV

***

Among the records above, which one has the lowest electronic energy?
C4H4N2OS

***

Which value of relative energy (zero: lowest compared OMol25 entry of this formula, charge and spin) does entry 1 give?
1.489 eV